ORCA calculation (wB97M-V/def2-TZVPD) on the ion CHN6S with charge -1 at a distorted geometry.

Properties
Kohn-Sham gap = 7.5050 eV
E_HOMO = -0.13182 Ha
Energy relative to the best compared isomer or geometry (same formula, charge and spin) = 399.76 kJ/mol
Net charge = -1

Element x y z (Å)
1 C 0.7918 -1.0592 0.0732
2 N 1.5956 2.1526 -0.2532
3 N 1.9475 -0.1336 -0.0876
4 N 1.7439 1.0475 -0.0750
5 N -2.3062 0.2998 -0.4001
6 N -1.4873 0.0111 0.5067
7 N -0.3671 -0.5006 0.2277
8 S 1.0908 -2.7044 0.0398
9 H -3.0091 0.8867 -0.0314

Atoms 1-3, force components in eV/Å:
C -2.20 1.39 0.53
N 0.13 0.06 0.68
N 0.35 -2.12 0.53

=====

ORCA calculation (wB97M-V/def2-TZVPD) on a cluster of 2 separate species, CHNO3S in total at a distorted geometry.

Properties
Kohn-Sham gap = 10.8131 eV
E_HOMO = -0.46552 Ha
Energy relative to the best compared isomer or geometry (same formula, charge and spin) = 192.02 kJ/mol

Element x y z (Å)
1 O -1.6971 -1.3375 1.1385
2 S -0.6475 -1.6063 0.1470
3 O -0.0212 -2.8573 0.0160
4 O -0.4944 -0.6264 -0.8624
5 C 0.9791 2.1046 -0.2451
6 N 1.8389 2.7304 0.2174
7 H 0.0421 1.5924 -0.4113

Atoms 1-3, force components in eV/Å:
O 2.54 -0.83 -1.40
S -3.86 0.86 1.28
O 0.61 -0.59 0.45

=====

ORCA calculation (wB97M-V/def2-TZVPD) on an isolated molecule of CHNO4 at a distorted geometry.

Properties
Kohn-Sham gap = 8.7941 eV
E_HOMO = -0.35874 Ha
Energy relative to the best compared isomer or geometry (same formula, charge and spin) = 360.11 kJ/mol

Element x y z (Å)
1 O 3.6960 -0.6099 0.3922
2 N 3.3156 0.2266 -0.3215
3 C 1.5838 0.3477 -0.2080
4 O 1.0537 1.4173 -0.1091
5 O 1.0730 -0.8467 -0.1551
6 O -0.3009 -0.9257 0.1207
7 H -0.5597 -0.0215 0.0840

Atoms 1-3, force components in eV/Å:
O 0.20 -0.06 -0.04
N -1.82 0.01 0.15
C 1.47 1.39 0.13

=====

| no. | lowest unoccupied orbital energy (eV) | electronic energy (eV) |
| --- | --- | --- |
| 1 | 3.9 | -20825.900 |
| 2 | -1.9 | -19518.564 |
| 3 | -1.0 | -10727.428 |